{
  "formula": "C7H16NO",
  "method": "the ωB97M-V functional and the def2-TZVPD basis",
  "lumo_ev": -3.31,
  "relative_energy_kcal_mol": 5.3,
  "e_homo_ev": -13.28,
  "fmax_ev_per_a": 0.431,
  "charge": 1,
  "symbols": ["O", "C", "C", "C", "C", "C", "C", "N", "C", "H", "H", "H", "H", "H", "H", "H", "H", "H", "H", "H", "H", "H", "H", "H", "H"],
  "xyz": [[2.45, 0.97, 0.82], [2.93, 0.37, -0.39], [1.98, -0.73, -0.91], [0.87, -1.12, 0.07], [-0.28, -0.12, 0.14], [-1.17, -0.21, 1.38], [-2.31, 0.73, 1.04], [-2.49, 0.55, -0.48], [-1.32, -0.31, -0.95], [2.44, 1.93, 0.72], [3.90, -0.06, -0.18], [3.08, 1.14, -1.15], [2.58, -1.63, -1.10], [1.55, -0.45, -1.87], [1.29, -1.25, 1.06], [0.46, -2.10, -0.23], [0.11, 0.90, 0.08], [-0.68, 0.06, 2.31], [-1.54, -1.24, 1.48], [-2.01, 1.77, 1.18], [-3.26, 0.55, 1.54], [-3.38, 0.12, -0.72], [-2.47, 1.47, -0.93], [-1.05, -0.03, -1.97], [-1.68, -1.33, -0.95]]
}

***

{
  "formula": "C23H24N2ReS5",
  "method": "the ωB97M-V functional and the def2-TZVPD basis",
  "spin_multiplicity": 4,
  "lumo_ev": [-8.62, -8.94],
  "e_homo_ev": [-14.20, -14.30],
  "s_squared": 3.90,
  "fmax_ev_per_a": 1.131,
  "charge": 2,
  "symbols": ["Re", "S", "C", "S", "C", "C", "S", "S", "S", "C", "C", "C", "C", "C", "C", "C", "C", "N", "C", "C", "C", "C", "N", "C", "C", "C", "C", "C", "C", "C", "C", "H", "H", "H", "H", "H", "H", "H", "H", "H", "H", "H", "H", "H", "H", "H", "H", "H", "H", "H", "H", "H", "H", "H", "H"],
  "xyz": [[-0.21, -0.22, 0.08], [4.00, -0.42, 5.95], [3.02, -0.47, 4.67], [3.53, -0.99, 3.09], [2.05, -0.77, 2.29], [0.99, -0.24, 3.08], [-0.55, 0.05, 2.42], [1.35, 0.05, 4.71], [1.83, -1.21, 0.67], [2.88, -0.37, -2.89], [2.10, -1.65, -2.83], [2.69, -2.86, -3.18], [1.98, -4.05, -3.10], [0.67, -4.06, -2.65], [0.04, -2.88, -2.28], [-1.38, -2.88, -1.80], [0.77, -1.70, -2.41], [0.10, -0.49, -1.97], [-0.34, 0.40, -2.79], [-0.24, 0.36, -4.27], [-1.12, 1.47, -2.11], [-1.78, 2.55, -2.88], [-1.20, 1.33, -0.83], [-2.04, 2.16, 0.00], [-3.38, 1.82, 0.12], [-4.00, 0.67, -0.63], [-4.16, 2.60, 0.97], [-3.61, 3.68, 1.65], [-2.26, 3.98, 1.50], [-1.44, 3.22, 0.68], [0.01, 3.56, 0.50], [3.94, -0.58, -2.81], [2.62, 0.32, -2.08], [2.74, 0.15, -3.83], [3.71, -2.86, -3.51], [2.46, -4.98, -3.38], [0.13, -5.00, -2.58], [-1.67, -3.86, -1.43], [-2.08, -2.59, -2.59], [-1.56, -2.18, -0.96], [0.25, -0.54, -4.61], [0.31, 1.23, -4.63], [-1.24, 0.41, -4.70], [-1.08, 2.99, -3.59], [-2.18, 3.32, -2.22], [-2.61, 2.14, -3.46], [-3.30, -0.17, -0.76], [-4.34, 0.97, -1.62], [-4.86, 0.29, -0.10], [-5.21, 2.37, 1.09], [-4.23, 4.27, 2.30], [-1.84, 4.82, 2.04], [0.35, 4.20, 1.31], [0.18, 4.09, -0.44], [0.65, 2.67, 0.49]]
}